{
  "formula": "C3H2LaO2",
  "method": "the ωB97M-V functional and the def2-TZVPD basis",
  "species": ["O", "C", "C", "H", "H", "C", "O", "La"],
  "coordinates": [[0.583, -1.152, 0.850], [0.200, -2.440, 0.131], [1.057, -1.755, -0.499], [-0.571, -3.166, 0.353], [1.701, -1.341, -1.261], [-0.447, 1.844, 0.887], [-0.741, 2.838, 0.414], [-1.781, 5.172, -0.875]],
  "energy_ev": -8071.8536,
  "total_charge": 2,
  "fmax_ev_per_a": 1.54,
  "e_above_lowest_kcal_mol": 88.77,
  "s2": 0.75,
  "lumo_energy_ev": [-10.81, -10.52],
  "spin_multiplicity": 2
}


{
  "formula": "C3H2LaO3",
  "method": "the ωB97M-V functional and the def2-TZVPD basis",
  "species": ["H", "C", "C", "O", "C", "O", "O", "La", "H"],
  "coordinates": [[-2.022, 0.391, 1.135], [-1.317, 0.683, 0.245], [-1.417, -0.522, -0.363], [-0.119, -1.013, -0.513], [0.697, -0.079, -0.109], [0.023, 0.897, 0.478], [1.917, -0.170, -0.141], [4.394, 0.704, 0.337], [-2.157, -0.891, -1.068]],
  "energy_ev": -10107.7862,
  "total_charge": 3,
  "fmax_ev_per_a": 5.34,
  "e_above_lowest_kcal_mol": 1.79,
  "lumo_energy_ev": -16.38,
  "spin_multiplicity": 1
}


{
  "formula": "C3H2Li2O2",
  "method": "the ωB97M-V functional and the def2-TZVPD basis",
  "species": ["O", "C", "O", "C", "C", "Li", "Li", "H", "H"],
  "coordinates": [[-1.336, 0.781, -0.645], [-0.850, 0.987, -1.860], [1.303, -1.095, 0.668], [0.698, 0.065, 0.453], [-0.630, 0.286, 0.467], [1.818, -1.568, -1.236], [0.494, -2.019, 1.957], [1.193, 0.748, -0.259], [-1.247, 0.185, 1.363]],
  "energy_ev": -7641.5854,
  "total_charge": 0,
  "fmax_ev_per_a": 3.42,
  "e_above_lowest_kcal_mol": 113.72,
  "lumo_energy_ev": [-0.74, 0.08],
  "spin_multiplicity": 1
}


{
  "formula": "C3H2Li2O2",
  "method": "the ωB97M-V functional and the def2-TZVPD basis",
  "species": ["C", "C", "H", "H", "O", "C", "O", "Li", "Li"],
  "coordinates": [[-1.773, 1.305, 0.370], [-1.979, 0.083, 0.199], [-2.369, 2.178, 0.110], [-2.432, -0.659, -0.450], [-0.468, -1.199, -0.063], [0.719, -1.178, 0.269], [1.534, -0.235, 0.300], [0.241, 1.102, -0.672], [3.359, -0.617, 0.486]],
  "energy_ev": -7639.5012,
  "total_charge": 1,
  "fmax_ev_per_a": 3.48,
  "s2": 0.76,
  "lumo_energy_ev": [-4.48, -4.77],
  "spin_multiplicity": 2
}


{
  "formula": "C3H2LiO3Sn",
  "method": "the ωB97M-V functional and the def2-TZVPD basis",
  "species": ["O", "O", "C", "C", "O", "C", "Sn", "H", "H", "Li"],
  "coordinates": [[0.284, -3.267, -0.511], [0.260, -1.798, 1.952], [0.993, -2.022, 3.038], [0.897, -1.577, 0.688], [2.177, -2.358, 2.936], [0.842, -2.027, -0.582], [-0.142, -2.005, 4.683], [0.698, -1.384, -1.453], [-0.568, -2.725, 0.237], [2.729, -3.036, 1.230]],
  "energy_ev": -15308.6718,
  "total_charge": 1,
  "fmax_ev_per_a": 6.02,
  "e_above_lowest_kcal_mol": 54.35,
  "lumo_energy_ev": [-4.97, -5.04],
  "spin_multiplicity": 1
}


{
  "formula": "C3H2N2",
  "method": "the ωB97M-V functional and the def2-TZVPD basis",
  "species": ["C", "C", "C", "N", "N", "H", "H"],
  "coordinates": [[-1.637, 0.462, -1.973], [0.449, 0.075, -0.383], [-0.497, 0.451, 0.455], [-2.587, 0.245, -2.599], [-0.445, 1.108, -0.873], [1.375, -0.361, -0.690], [-0.738, 0.490, 1.538]],
  "energy_ev": -6117.7420,
  "smiles": "N#CN1C=C1",
  "total_charge": 0,
  "fmax_ev_per_a": 3.22,
  "e_above_lowest_kcal_mol": 109.38,
  "lumo_energy_ev": 0.30,
  "spin_multiplicity": 1
}


{
  "formula": "C3H2N2O",
  "method": "the ωB97M-V functional and the def2-TZVPD basis",
  "species": ["C", "C", "C", "N", "N", "O", "H", "H"],
  "coordinates": [[-1.512, -0.369, -0.045], [1.114, -0.486, 0.148], [-0.180, 0.088, -0.476], [-2.631, -0.512, 0.174], [0.764, 0.694, 0.514], [1.896, -1.322, -0.067], [-0.330, 0.525, -1.521], [0.879, 1.383, 1.274]],
  "energy_ev": -8168.3366,
  "smiles": "N#C[C@H]1NC1=O",
  "total_charge": 0,
  "fmax_ev_per_a": 2.95,
  "e_above_lowest_kcal_mol": 31.74,
  "lumo_energy_ev": 0.42,
  "spin_multiplicity": 1
}


{
  "formula": "C3H2N2O",
  "method": "the ωB97M-V functional and the def2-TZVPD basis",
  "species": ["C", "C", "C", "H", "H", "N", "N", "O"],
  "coordinates": [[-0.258, 0.394, -0.742], [-1.144, -0.441, 0.306], [1.069, 0.387, 0.059], [-2.028, -0.932, -0.154], [1.999, 0.907, 0.158], [-0.248, -1.035, 1.117], [0.983, -0.311, 1.007], [-0.373, 1.030, -1.751]],
  "energy_ev": -8167.0174,
  "smiles": "O=C1C=NN=C1",
  "total_charge": 0,
  "fmax_ev_per_a": 8.49,
  "e_above_lowest_kcal_mol": 62.16,
  "lumo_energy_ev": -1.68,
  "spin_multiplicity": 1
}


{
  "formula": "C3H2N2O2",
  "method": "the ωB97M-V functional and the def2-TZVPD basis",
  "species": ["O", "C", "C", "N", "C", "N", "O", "H", "H"],
  "coordinates": [[1.452, -0.225, 2.201], [0.669, -0.777, 1.475], [0.074, -0.097, 0.293], [-0.210, -0.653, -0.841], [-0.626, 0.430, -1.568], [-0.631, 1.557, -0.917], [-0.145, 1.213, 0.332], [0.362, -1.822, 1.626], [-0.945, 0.376, -2.600]],
  "energy_ev": -10216.5952,
  "smiles": "O=Cc1ncno1",
  "total_charge": 0,
  "fmax_ev_per_a": 0.61,
  "e_above_lowest_kcal_mol": 36.76,
  "lumo_energy_ev": -0.59,
  "spin_multiplicity": 1
}


{
  "formula": "C3H2N2O2",
  "method": "the ωB97M-V functional and the def2-TZVPD basis",
  "species": ["O", "C", "C", "N", "C", "N", "O", "H", "H"],
  "coordinates": [[-2.725, 0.162, -0.557], [-1.724, -0.036, 0.059], [-0.305, -0.210, -0.412], [0.461, 0.824, -0.556], [1.643, 0.349, -0.054], [1.626, -0.895, 0.324], [0.324, -1.285, 0.071], [-1.644, -0.025, 1.163], [2.503, 0.979, 0.115]],
  "energy_ev": -10215.9664,
  "smiles": "O=Cc1ncno1",
  "total_charge": 0,
  "fmax_ev_per_a": 0.59,
  "e_above_lowest_kcal_mol": 51.26,
  "lumo_energy_ev": -0.26,
  "spin_multiplicity": 1
}


{
  "formula": "C3H2N2O2",
  "method": "the ωB97M-V functional and the def2-TZVPD basis",
  "species": ["N", "C", "O", "C", "O", "C", "N", "H", "H"],
  "coordinates": [[-2.234, -1.143, 0.048], [-1.018, -0.808, 0.119], [0.152, -1.236, 0.244], [1.642, 1.158, -0.142], [2.342, 1.592, -0.979], [-0.617, 0.697, 0.020], [0.211, 1.543, -0.018], [-2.289, -2.160, 0.125], [1.811, 0.356, 0.583]],
  "energy_ev": -10215.2738,
  "total_charge": 0,
  "fmax_ev_per_a": 0.86,
  "e_above_lowest_kcal_mol": 67.23,
  "lumo_energy_ev": -1.09,
  "spin_multiplicity": 1
}


{
  "formula": "C3H2N2O2",
  "method": "the ωB97M-V functional and the def2-TZVPD basis",
  "species": ["N", "C", "O", "C", "O", "C", "N", "H", "H"],
  "coordinates": [[-1.946, -1.201, -0.003], [-1.153, -0.267, 0.067], [0.583, -0.780, 0.193], [1.566, 0.101, -0.044], [1.450, 1.287, -0.233], [-1.162, 1.146, 0.098], [-0.476, 2.090, 0.065], [-1.472, -2.104, -0.048], [2.609, -0.271, -0.094]],
  "energy_ev": -10214.8536,
  "total_charge": 0,
  "fmax_ev_per_a": 2.53,
  "e_above_lowest_kcal_mol": 76.92,
  "lumo_energy_ev": -0.66,
  "spin_multiplicity": 1
}


Number 7 is which compound? C3H2N2O